Entry 1:
104
Properties=species:S:1:pos:R:3:forces:R:3 method="wB97M-V/def2-TZVPD" homo_energy_ev=-9.4 smiles=C1CCOC1.C1CCOC1.C1CCOC1.C1CCOC1.C1CCOC1.C1CCOC1.C1CCOC1.C1CCOC1 fmax_ev_per_a=3.27 total_energy_ev=-50594.9212 orbital_gap_ev=9.962 e_lumo_ev=0.59 e_above_lowest_ev=3.243
C 38.572 12.460 -10.180 0.591 0.528 -0.583
H 30.045 10.805 -18.470 -0.199 -0.838 -0.352
C 25.281 25.176 -19.655 -1.298 -0.458 -0.419
H 26.179 26.356 -8.297 0.112 0.160 -0.185
H 36.992 11.790 -11.571 0.333 -0.418 0.231
C 28.127 16.739 -12.344 1.665 0.979 1.495
C 25.017 24.530 -10.780 -0.718 -0.029 -0.707
H 22.195 8.995 -15.248 0.494 0.518 -0.075
H 17.697 17.931 -13.190 -0.643 -0.952 -0.825
C 33.204 20.640 -4.536 1.829 -0.156 0.376
H 32.833 20.570 -6.657 -0.139 0.100 -0.052
C 25.917 24.607 -9.588 0.230 -0.681 1.175
H 33.752 19.229 -6.173 0.158 -0.165 0.529
C 32.636 19.717 -3.495 -1.501 0.212 -0.662
C 22.159 7.363 -17.407 -0.828 0.463 -0.015
O 24.626 26.528 -9.683 -0.620 0.953 0.607
O 19.069 17.058 -14.605 0.452 -3.073 1.028
H 24.701 25.489 -7.957 0.059 -0.394 0.082
H 30.719 12.761 -17.531 0.053 -0.162 0.041
H 26.684 17.967 -13.404 -0.209 -0.001 0.132
C 26.009 24.128 -20.504 0.676 -0.094 0.323
C 37.900 12.595 -8.877 -1.378 -1.552 1.504
C 32.667 11.975 -18.115 0.353 0.754 1.915
C 27.349 17.119 -13.570 0.298 -0.982 0.319
H 21.658 6.778 -18.179 0.691 0.018 -0.611
H 20.105 8.065 -17.161 0.041 0.002 -0.158
O 31.487 19.232 -4.191 -1.703 -0.716 2.151
H 24.565 25.758 -20.235 -0.108 -0.053 -0.295
H 37.510 11.632 -8.548 -0.586 -0.615 -0.361
H 19.270 18.348 -13.034 0.666 0.651 -0.362
C 31.295 12.461 -18.406 -1.377 1.772 -1.248
C 36.250 13.369 -10.385 1.012 -0.550 1.808
O 36.826 13.488 -9.072 -0.261 1.554 1.072
H 26.716 16.395 -10.737 0.356 -0.236 0.268
C 22.345 9.690 -17.329 0.329 -0.209 0.124
H 39.348 13.226 -10.188 -0.069 0.213 -0.707
C 18.560 18.118 -13.829 0.510 0.578 -0.860
H 23.081 10.441 -17.042 0.519 -0.309 -0.342
O 22.911 8.492 -17.887 -0.028 -0.139 0.069
H 28.081 17.411 -14.323 -0.539 -0.468 -0.691
H 31.788 18.057 -5.854 -0.514 -0.060 -0.205
C 32.946 19.874 -5.826 0.595 0.689 -1.436
H 33.192 18.837 -3.172 0.801 0.240 -0.232
H 32.797 21.650 -4.577 -0.688 -0.278 0.302
C 24.487 23.039 -19.051 1.101 0.866 0.415
H 29.045 16.165 -12.463 0.048 0.170 -1.137
C 18.506 18.405 -16.263 -1.014 1.173 -0.585
H 25.218 15.675 -12.286 -0.149 0.562 -0.027
H 17.595 17.898 -16.581 -0.185 -0.082 0.282
H 37.622 13.289 -12.010 0.443 0.144 0.087
H 23.706 22.862 -19.790 -0.144 -0.243 -0.034
H 22.769 6.693 -16.801 0.352 0.146 -0.102
H 25.438 26.479 -11.524 0.032 0.178 -0.473
C 21.012 7.930 -16.572 -0.263 -0.589 -0.022
H 25.922 21.931 -20.184 0.119 0.059 -0.367
H 35.358 12.761 -10.235 -0.107 -0.215 -0.543
H 21.685 10.160 -18.058 -0.195 -0.024 -0.127
H 33.007 9.845 -18.360 -0.028 -0.140 0.102
H 19.436 16.520 -16.591 -0.002 -0.295 0.429
C 24.641 25.975 -10.979 1.027 0.527 -0.261
H 31.289 13.325 -19.070 0.284 0.288 0.101
H 38.461 12.795 -7.964 0.370 1.165 -0.406
C 18.330 19.155 -14.923 0.355 1.539 -0.055
O 31.722 10.641 -19.754 -1.757 -0.693 -1.060
C 21.585 9.245 -16.116 -0.647 -0.059 0.779
H 27.813 14.983 -11.197 -0.077 0.332 0.714
C 27.264 15.868 -11.518 -1.740 -1.544 -0.323
H 23.691 26.164 -11.479 -0.014 -0.088 0.142
H 35.948 14.344 -10.768 0.222 0.067 0.186
C 25.861 22.875 -19.643 0.367 -0.943 -0.850
O 24.507 24.416 -18.684 0.020 0.797 0.382
H 25.556 24.088 -11.618 -0.364 -0.022 -0.157
H 33.638 10.880 -19.669 0.505 -0.278 0.312
H 27.062 24.389 -20.604 -0.027 -0.002 -0.245
H 24.067 24.025 -10.604 0.268 -0.580 0.201
H 34.236 20.826 -4.241 0.459 -0.150 -0.676
H 33.415 12.752 -18.271 0.079 -0.200 -0.098
H 25.594 23.954 -21.497 -0.169 0.298 0.067
C 37.389 12.701 -11.123 -0.381 -0.276 -2.442
O 26.600 15.900 -13.834 0.499 0.860 -0.119
H 32.339 20.265 -2.600 -0.362 -0.160 0.013
H 39.073 11.510 -10.366 -0.190 -0.045 0.153
C 25.391 25.758 -8.757 -0.605 0.333 -0.426
C 30.642 11.350 -19.201 -0.205 0.391 0.708
H 18.757 19.032 -17.118 0.226 0.335 0.218
H 20.803 7.178 -15.811 -0.263 0.381 0.356
H 26.103 14.291 -12.651 0.616 -0.115 -0.110
H 26.679 22.838 -18.924 -0.362 0.097 0.463
H 26.937 24.822 -9.905 0.065 -0.241 0.084
C 32.833 10.746 -18.948 1.607 -0.160 -0.517
H 25.912 25.942 -19.203 0.215 -0.510 0.553
H 28.469 17.566 -11.722 -0.111 0.486 -0.265
H 24.373 22.420 -18.161 -0.389 0.183 0.009
H 30.017 11.746 -20.001 -0.056 -0.323 0.020
C 19.513 17.378 -15.923 -0.414 0.069 0.944
H 17.429 19.757 -14.801 -0.247 -0.352 -0.210
H 20.555 17.699 -15.909 0.104 0.310 0.008
H 20.873 10.018 -15.826 -0.201 -0.198 0.126
H 25.850 23.691 -9.001 0.528 -0.117 -0.084
H 30.809 19.631 -6.012 -0.153 -0.600 -0.396
H 32.621 11.783 -17.043 0.738 -0.410 0.076
C 26.230 15.370 -12.555 -0.658 -0.043 -0.259
H 19.127 19.896 -14.872 0.194 0.100 -0.011
C 31.651 19.100 -5.568 1.219 1.043 0.287

---

Entry 2:
9
Properties=species:S:1:pos:R:3:forces:R:3 method="wB97M-V/def2-TZVPD" homo_energy_ev=-9.0 smiles=C#CC(S)S fmax_ev_per_a=3.52 total_energy_ev=-24843.3898 orbital_gap_ev=9.630 e_lumo_ev=0.59 e_above_lowest_ev=2.252
H 1.759 1.800 0.760 0.864 0.428 0.556
C -0.913 -0.283 0.046 -2.327 0.650 -0.485
H -2.998 -0.690 -0.602 -1.885 -0.375 -0.501
C 0.430 0.116 0.325 1.331 -1.386 2.783
S 1.577 -1.243 -0.267 -0.005 0.555 0.988
H 0.728 -1.213 -1.237 -0.324 -0.792 -1.785
C -2.085 -0.394 -0.256 3.434 0.074 0.789
S 0.887 1.718 -0.204 -0.511 1.383 -1.371
H 0.616 0.189 1.434 -0.576 -0.536 -0.975

---

Entry 3:
18
Properties=species:S:1:pos:R:3:forces:R:3 method="wB97M-V/def2-TZVPD" homo_energy_ev=-14.9 smiles=C[C@@H]([NH3+])[C@@H](C)O charge=+1 fmax_ev_per_a=6.53 total_energy_ev=-7871.5281 orbital_gap_ev=11.385 e_lumo_ev=-3.55 e_above_lowest_ev=2.763
H 1.841 1.371 0.835 0.760 -0.231 -0.655
H 0.808 0.990 1.982 -0.359 -0.742 -0.745
H -1.934 1.496 -0.508 0.361 0.675 -0.649
H 0.654 -1.109 0.731 -0.664 -2.668 2.627
H -1.629 -1.812 0.623 0.899 -1.817 -0.099
N 0.942 0.933 0.951 -3.152 3.723 0.638
C -0.943 -0.061 -0.548 3.319 -5.334 -1.798
H -1.045 -0.758 -1.516 1.310 1.664 1.633
H 2.169 0.597 -1.132 -0.495 -2.078 0.337
C -1.895 -0.845 0.361 -2.877 3.960 -1.566
H -2.933 -0.848 -0.186 1.724 -0.130 1.334
C 0.635 -0.272 0.179 -0.658 1.722 -4.375
O -1.093 1.253 -0.949 -1.357 0.271 2.075
H 0.200 1.714 0.514 1.928 -1.941 0.965
C 1.844 -0.476 -0.763 -0.986 6.076 1.148
H -1.955 -0.276 1.267 -0.669 0.194 0.964
H 1.686 -1.029 -1.572 -1.112 -2.354 -3.395
H 2.648 -0.869 -0.267 2.025 -0.988 1.561